No. 1
Formula: C23H26FN7
Source: OMol25
Level of theory: ωB97M-V/def2-TZVPD

```
57
Properties=species:S:1:pos:R:3:forces:R:3
N 2.135 3.960 -1.971 0.1 0.1 -0.2
C 1.506 3.246 -1.018 -0.1 -0.2 0.3
N 2.124 2.164 -0.557 0.1 0.0 -0.2
C 1.502 1.532 0.435 -0.3 0.5 -0.3
N 0.338 1.943 0.967 -0.1 -0.1 0.3
C -0.218 2.994 0.390 0.3 0.1 -0.2
N 0.315 3.689 -0.602 -0.2 0.4 -0.2
C -1.609 3.381 0.825 -0.1 0.1 0.0
N -2.600 2.351 0.553 0.1 0.0 0.0
C -2.529 1.225 1.467 -0.3 -0.3 0.1
C -3.686 0.262 1.187 0.3 0.2 0.4
N -3.603 -0.232 -0.174 -0.4 0.2 -0.1
C -2.834 -1.348 -0.445 0.2 -0.4 -0.2
C -2.913 -2.464 0.406 0.1 0.1 0.0
C -2.210 -3.628 0.180 0.1 -0.1 0.0
C -1.388 -3.755 -0.927 0.0 0.0 0.0
C -1.303 -2.692 -1.805 0.0 0.0 0.1
C -2.007 -1.527 -1.565 0.1 0.0 0.0
F -1.832 -0.544 -2.494 -0.1 0.0 0.2
H -0.682 -2.736 -2.686 0.0 0.0 -0.1
H -0.834 -4.661 -1.110 0.1 -0.1 0.0
H -2.313 -4.449 0.874 0.0 -0.1 0.1
H -3.568 -2.420 1.261 -0.1 0.0 0.0
C -3.681 0.898 -1.078 0.2 0.3 -0.3
H -3.681 0.565 -2.114 0.0 0.0 0.1
C -2.547 1.894 -0.827 -0.3 0.0 -0.2
H -2.660 2.761 -1.481 0.0 0.0 -0.1
H -1.586 1.411 -1.063 0.0 0.0 0.0
H -4.636 1.395 -0.879 0.1 0.0 0.0
H -3.657 -0.553 1.907 -0.1 0.0 0.0
H -4.637 0.792 1.294 0.0 -0.1 0.1
H -2.603 1.606 2.488 0.1 0.0 0.0
H -1.580 0.674 1.366 -0.1 0.0 0.1
H -1.892 4.283 0.278 0.1 0.0 0.1
H -1.618 3.588 1.898 0.0 0.0 0.0
N 2.039 0.400 0.943 0.0 0.1 0.3
C 3.118 -0.277 0.350 0.5 -0.3 -0.3
C 4.231 0.416 -0.117 0.2 0.0 0.0
C 5.293 -0.261 -0.683 0.0 0.0 0.0
C 5.264 -1.642 -0.780 0.0 -0.1 0.0
C 4.169 -2.333 -0.299 0.1 0.1 0.0
C 3.087 -1.674 0.270 -0.1 0.1 0.0
C 1.934 -2.489 0.796 -0.2 0.0 0.0
C 0.749 -1.623 1.212 0.2 0.0 0.2
C 1.287 -0.377 1.907 -0.4 -0.2 0.2
H 1.960 -0.661 2.723 0.0 0.0 0.0
H 0.489 0.252 2.299 0.2 -0.2 0.0
H 0.180 -1.317 0.332 -0.1 0.0 0.0
H 0.078 -2.178 1.868 0.0 0.0 0.0
H 2.287 -3.060 1.662 0.0 0.0 0.0
H 1.622 -3.212 0.039 0.0 0.0 0.0
H 4.142 -3.412 -0.365 0.0 -0.1 0.0
H 6.092 -2.177 -1.222 0.1 0.0 0.0
H 6.149 0.291 -1.043 0.1 0.1 0.0
H 4.250 1.489 -0.033 0.1 0.0 0.0
H 2.946 3.560 -2.406 0.0 0.0 0.0
H 1.617 4.685 -2.434 0.0 0.0 0.0
```
Forces are in eV/Å.

Values from the calculation:
Total charge: 0

Results of the Mulliken charge analysis, in e, for atoms 1 through 4:
1 N -0.374
2 C 0.219
3 N -0.459
4 C 0.528

---

No. 2
Formula: C31H35F12O26S3
Source: OMol25
Level of theory: ωB97M-V/def2-TZVPD

```
107
Properties=species:S:1:pos:R:3:forces:R:3
O 4.224 0.457 -3.145 0.0 0.9 -0.9
S 3.522 1.443 -2.419 0.4 -1.6 1.5
O 3.415 1.300 -1.016 -0.2 0.7 -0.1
F 3.967 2.877 -2.748 0.0 0.0 -0.3
S 1.497 1.232 -3.007 -0.9 -0.5 0.0
C 1.141 1.939 -4.633 0.1 0.0 -0.8
C 2.336 2.421 -5.479 -0.3 0.5 -0.4
C 2.041 3.805 -6.106 0.6 -0.3 -0.4
S 3.241 5.090 -5.648 -0.2 0.4 0.4
C 0.620 2.277 -1.845 0.3 0.9 0.8
C 0.810 3.798 -2.093 -1.0 0.4 -0.3
C 1.156 4.466 -0.798 0.1 0.9 -0.4
F 0.473 4.103 0.311 0.8 -1.3 0.3
C 2.127 5.410 -0.690 -0.5 -0.9 0.3
F 3.204 5.294 0.035 -0.3 0.8 1.3
F 2.095 6.534 -1.344 0.9 -0.2 -1.3
H 0.401 2.726 -4.497 0.2 0.1 0.4
H 0.625 1.145 -5.175 0.0 -0.2 0.3
H 2.486 1.723 -6.301 0.1 -0.2 0.2
H 3.275 2.499 -4.940 -0.1 -0.2 0.1
H 2.054 3.714 -7.188 -0.1 0.0 0.0
H 1.052 4.177 -5.843 0.1 0.1 0.1
H 4.375 4.400 -5.830 -0.1 -0.2 -0.2
H -0.422 1.958 -1.830 0.0 -0.2 -0.3
H 1.031 2.042 -0.860 0.0 -0.4 -0.1
H -0.089 4.188 -2.584 0.0 0.0 0.0
H 1.663 3.938 -2.757 -0.1 0.3 -0.1
C -0.009 -2.815 -0.524 0.1 0.1 0.3
C 0.156 -3.728 -1.714 -0.3 -0.2 0.3
O -0.699 -3.120 -2.682 0.4 0.2 0.0
C -0.743 -1.802 -2.398 -0.3 0.1 0.0
O -1.143 -0.959 -3.143 0.2 0.2 0.0
O -0.267 -1.547 -1.163 0.1 -0.1 -0.1
F -0.287 -4.966 -1.437 0.0 0.0 -0.5
H -0.863 -3.101 0.086 0.0 -0.1 -0.1
H 0.874 -2.760 0.106 0.0 0.2 -0.1
H 1.170 -3.780 -2.116 0.0 -0.1 -0.1
C 1.859 2.368 -11.522 0.0 0.1 -0.2
C 1.972 0.944 -11.024 0.3 0.1 0.0
O 1.700 1.096 -9.632 -0.3 0.0 -0.1
C 0.894 2.178 -9.499 0.0 0.1 0.1
O 0.271 2.432 -8.515 0.2 0.0 0.2
O 0.885 2.917 -10.620 0.1 -0.1 0.0
F 3.215 0.446 -11.180 0.0 0.0 0.1
H 2.800 2.909 -11.413 0.1 -0.1 0.1
H 1.521 2.440 -12.551 -0.2 0.1 0.1
H 1.250 0.251 -11.456 0.1 -0.1 0.0
C -2.613 1.160 -8.692 0.2 -0.1 0.1
C -3.928 1.580 -8.074 0.0 0.3 -0.2
O -4.843 1.342 -9.123 0.1 -0.3 0.2
C -4.337 0.326 -9.886 0.0 0.0 -0.2
O -4.951 -0.293 -10.681 0.0 0.0 -0.1
O -3.024 0.127 -9.590 -0.1 0.1 0.1
F -3.940 2.899 -7.758 0.0 0.0 0.0
H -2.151 1.970 -9.254 -0.1 0.1 0.1
H -1.901 0.781 -7.964 0.0 -0.2 -0.1
H -4.224 1.002 -7.197 0.0 0.1 0.1
C -4.251 -1.849 3.061 -0.2 0.0 0.1
C -3.686 -2.569 1.856 -0.1 0.2 -0.1
O -2.311 -2.227 1.926 -0.1 -0.2 0.1
C -2.011 -2.016 3.234 0.1 0.1 0.0
O -0.906 -1.966 3.662 0.0 0.1 0.1
O -3.136 -1.872 3.965 0.0 -0.1 -0.1
F -4.200 -2.100 0.695 0.1 0.0 0.0
H -4.510 -0.815 2.829 0.1 0.0 -0.1
H -5.113 -2.347 3.495 0.1 -0.1 0.2
H -3.787 -3.655 1.881 0.0 0.0 -0.1
C 1.603 -0.985 5.130 -0.2 0.2 -0.2
C 1.921 -1.363 6.554 0.1 -0.3 0.0
O 3.336 -1.409 6.550 -0.1 0.4 0.0
C 3.766 -0.536 5.592 0.1 0.0 -0.1
O 4.875 -0.138 5.490 0.0 -0.1 0.0
O 2.739 -0.185 4.777 0.0 -0.1 0.2
F 1.436 -2.591 6.872 0.1 0.0 0.0
H 1.554 -1.852 4.473 0.0 -0.1 0.1
H 0.680 -0.422 5.038 0.1 0.2 -0.1
H 1.584 -0.641 7.300 0.0 -0.1 0.0
C -2.903 1.476 7.785 -0.3 -0.1 0.2
C -2.330 0.765 6.580 0.0 0.3 -0.2
O -0.965 1.152 6.621 -0.1 -0.4 0.3
C -0.661 1.383 7.936 0.1 0.2 0.1
O 0.443 1.463 8.363 0.0 0.0 -0.1
O -1.781 1.498 8.670 0.0 0.0 -0.1
F -2.881 1.204 5.420 0.1 0.0 0.0
H -3.203 2.498 7.549 0.1 0.0 -0.2
H -3.741 0.952 8.236 0.1 -0.1 0.2
H -2.397 -0.324 6.616 -0.1 0.0 -0.1
C 1.026 -7.332 1.506 0.3 -0.1 -0.2
C -0.133 -8.056 2.151 0.1 0.1 0.3
O -1.071 -7.007 2.331 -0.1 -0.1 -0.4
C -0.844 -6.086 1.363 0.1 0.1 0.1
O -1.604 -5.219 1.076 0.0 0.1 0.1
O 0.362 -6.291 0.773 -0.2 -0.2 0.4
F 0.196 -8.571 3.354 -0.1 0.0 0.0
H 1.687 -6.889 2.252 -0.1 0.0 0.1
H 1.609 -7.961 0.839 -0.1 0.1 -0.2
H -0.581 -8.840 1.538 0.0 -0.1 0.1
C 0.600 0.614 11.650 0.2 -0.1 -0.2
C 0.470 0.668 13.155 0.0 0.3 -0.1
O -0.883 1.050 13.327 0.0 -0.3 0.0
C -1.574 0.591 12.245 -0.1 0.1 -0.1
O -2.754 0.510 12.180 0.0 0.1 0.0
O -0.723 0.234 11.256 0.1 0.0 0.1
F 1.273 1.612 13.701 0.0 0.0 0.0
H 0.841 1.589 11.226 0.0 0.1 0.1
H 1.331 -0.113 11.306 -0.2 -0.1 -0.1
H 0.643 -0.282 13.663 0.1 0.0 0.1
```
Forces are in eV/Å.

Values from the calculation:
Relative energy (zero: lowest compared OMol25 entry of this formula, charge and spin) in kcal/mol: 0.00
Total charge: +1

Results of the Mulliken charge analysis, in e, for atoms 1 through 4:
1 O -0.484
2 S 1.008
3 O -0.466
4 F -0.082

---

No. 3
Formula: C5H5Cl
Source: OMol25
Level of theory: ωB97M-V/def2-TZVPD

```
11
Properties=species:S:1:pos:R:3:forces:R:3
C 0.623 0.999 -0.927 -2.3 3.6 2.4
C -0.253 -0.049 -0.220 2.4 0.5 -1.6
C -1.181 -0.771 -0.899 0.5 1.4 3.0
C 0.238 -0.296 1.121 -0.2 -0.9 1.4
C 0.659 -0.605 2.227 0.9 -2.8 1.7
H 0.733 1.947 -0.160 -0.4 -2.3 -1.4
H 1.653 0.827 -1.119 0.6 -0.8 -0.7
H -0.004 1.507 -1.689 1.0 -0.7 -0.3
H -1.458 -0.537 -1.954 -0.2 -0.8 1.2
H 1.056 -1.383 3.206 -1.5 3.4 -3.6
Cl -2.066 -1.638 0.415 -0.8 -0.6 -2.0
```
Forces are in eV/Å.

Values from the calculation:
Relative energy (zero: lowest compared OMol25 entry of this formula, charge and spin) in kcal/mol: 84.97
Total charge: 0

Results of the Mulliken charge analysis, in e, for atoms 1 through 4:
1 C -1.096
2 C 0.450
3 C -0.236
4 C -0.599

---

Calculated orbital gap, 0.31199; 0.26318; 0.35116 hartree (same order as the records).